1.
Molecular formula: C39H54IrN5OS2Si
Method: DFT, ωB97M-V with the def2-TZVPD basis set

As for the highest occupied orbital energy: -12.7 eV. The HOMO-LUMO gap comes out at 8.1 eV. As for the molar mass: 893.3 g mol⁻¹.

Geometry as ORCA input:
```
! RIJCOSX wB97M-V def2-TZVPD def2/J DEFGRID3
* xyz 2 1
C -4.3255 3.4564 1.0635
C -4.0656 3.1117 -4.4922
C 2.6394 -0.1298 -1.4859
H -1.0024 2.3180 -5.6847
H -1.0250 -4.3479 -0.8896
H -4.5573 4.5110 0.9811
H -4.2929 0.9374 3.3182
H -1.9645 -2.0510 -2.7533
C -1.2022 -5.9758 0.5045
C -4.1756 1.4544 2.3737
C -3.7207 -2.1620 -0.6558
H 4.0709 -6.0353 3.0784
H 6.4220 2.0478 1.1365
C -1.8691 1.5586 -3.8692
N 0.3988 -1.4676 0.3323
Ir 0.5641 0.4055 -0.3864
H -1.6609 -6.6444 -0.2106
H -2.9559 3.7364 -6.2193
H 2.7997 1.3015 2.2326
C 3.8117 1.1299 1.8723
C -0.2574 -3.8479 1.0595
H 1.5192 2.6051 -1.5081
H -5.7823 -0.4588 -1.4556
C -3.6306 1.3782 -0.0045
C -4.4507 2.8127 2.2866
H -3.4834 -2.7852 -3.2973
O -1.3310 0.1698 -1.1432
H 6.4074 3.3549 2.3380
C -0.7333 2.3082 1.7576
C 3.7742 0.5366 0.4976
S 2.5024 -1.5843 3.4246
H 0.5698 3.9221 2.3232
H -4.7786 3.3600 3.1607
H 3.4631 -4.0369 4.4142
H 4.6324 -5.2129 0.5338
C -0.3341 3.3524 -0.9845
H 1.6717 -0.2696 -2.0533
C 3.1897 -2.9364 2.7413
H -4.4099 -1.8627 0.1349
C -0.3981 -5.5418 2.7415
H 6.2397 1.6618 2.8707
C -1.8558 2.3387 -5.0180
H -3.5810 -0.3098 1.3401
C 4.9800 -0.4503 -1.3783
C 3.7960 -0.5542 -2.1071
C -2.9558 3.1270 -5.3253
H -1.6535 2.6286 1.2719
N -0.4537 0.9129 1.2990
C 4.3022 -5.0485 2.6828
H 5.3750 -4.8690 2.7874
C 4.9569 0.0711 -0.0978
C -3.7737 0.7539 1.2433
H -1.2667 -7.3948 2.1068
C -3.0051 -1.8407 -3.0183
H -2.7150 -2.2434 -0.2285
H 4.5556 2.9912 -0.0923
C 6.0084 2.3756 2.0850
H 1.3244 2.6626 1.3568
H 1.0969 4.6582 -0.0441
C 4.1762 3.4135 0.8338
H -5.7147 -1.9033 -2.4651
N 4.5245 2.4875 1.9478
C 2.5785 0.4012 -0.2015
H 0.2571 1.9708 -2.3275
C 0.4170 3.2615 1.4684
Si -2.8852 0.4370 -1.4777
H 4.1879 2.9130 2.8113
H 5.8832 0.0882 0.4651
C -2.9646 1.5422 -2.9992
H -4.0244 -3.1641 -0.9773
C -3.7600 -1.1969 -1.8458
H 0.4166 -3.5765 3.0847
C 0.1041 -2.5256 0.6565
N 3.5562 -4.0261 3.4093
H 4.6384 4.3784 1.0279
C -5.2172 -0.9523 -2.2510
H -1.0304 0.8952 -3.6682
H 5.9116 -0.7937 -1.8063
H 3.0969 3.5168 0.7809
H -3.8386 3.2732 -1.0055
H -0.2414 -5.8750 3.7583
N 0.5734 2.2443 -1.3950
H -4.9331 3.7105 -4.7375
H 3.7876 -0.9696 -3.1055
H -3.0031 -1.2004 -3.9031
H -0.4571 4.0304 -1.8303
C -0.8460 -4.6958 0.1192
H 2.9438 -5.4572 1.0316
H -5.2883 -0.3384 -3.1507
H 4.3208 0.4920 2.5916
H -0.9484 2.2478 2.8242
C 3.8601 -4.9037 1.2327
H -0.0034 0.3992 2.0545
C -3.9220 2.7460 -0.0620
C -0.9786 -6.3950 1.8101
C -4.0687 2.3249 -3.3482
H -1.3057 2.9009 -0.7941
H -4.9523 2.3254 -2.7188
C 0.1826 4.1162 0.2199
H -1.3645 0.4696 1.1366
H -0.5607 4.8830 0.4493
C -0.0316 -4.2590 2.3744
S 3.5191 -3.1256 1.0346
*
```

2.
Molecular formula: C39H54N2O2OsP2
Method: DFT, ωB97M-V with the def2-TZVPD basis set

As for the highest occupied orbital energy (alpha / beta): -12.9 / -12.8 eV. The HOMO-LUMO gap (alpha / beta) comes out at 6.7 / 3.9 eV. As for the molar mass: 835.1 g mol⁻¹.

Geometry as ORCA input:
```
! RIJCOSX wB97M-V def2-TZVPD def2/J DEFGRID3
* xyz 2 5
H -1.7308 3.7251 -2.8967
H 1.2702 -1.6687 -6.4824
H -4.2353 1.5399 -1.7023
C 0.8695 -2.4903 -1.6063
C -2.5134 0.1432 -2.7025
N -1.4299 4.9827 1.6788
C 0.4348 3.6874 4.6778
C -0.6609 -2.0575 -5.8228
H 2.7129 1.5317 -3.3704
H 0.9760 3.2945 -3.6484
C 1.7761 3.6922 5.0966
H -0.0024 -0.0394 -6.9847
H 0.3349 4.2639 -2.2331
C -1.8832 -0.9034 0.4428
C -3.4499 1.9899 -1.0855
C 1.5317 -1.4204 -0.8411
H -3.4762 3.0740 -1.0238
H 1.7839 -4.3889 -1.3759
H -2.8159 -1.3084 0.0568
H 3.7997 4.2477 4.6138
C 1.5182 -3.6873 -2.1963
C 0.3851 3.2465 -2.6920
C -2.4446 4.7955 3.8411
C -2.1901 5.6134 4.9271
H 2.0154 0.6734 -6.0473
H -2.6441 -2.8104 -1.6319
C -0.5936 -2.3808 -1.2441
H -3.3926 1.5558 -0.0832
C 0.8443 0.0432 1.2175
N -1.5845 2.8033 1.0706
C 1.4633 -1.5495 -4.2011
H 3.2599 -2.0956 0.1405
H 2.5737 -1.7571 -4.0122
C -1.3439 4.2608 2.9310
H -0.3058 3.1110 5.2383
P -1.8100 1.5447 -1.7139
H 3.3238 -0.3578 -0.1904
H -2.9704 6.8054 6.5189
C 0.8439 -2.1285 -5.5683
H 2.5769 2.4769 0.6686
C 2.3921 4.8952 3.0959
C -4.8396 5.1570 4.2208
H -2.0181 0.1527 0.6830
C -3.7833 4.5564 3.4973
H 2.4583 -3.3359 -2.6742
C 2.9401 1.9355 -2.3800
C 2.7571 4.2902 4.3006
H 1.0561 1.0998 0.9291
H -1.1752 2.4765 -4.0819
C -3.2151 6.1922 5.6705
H -1.9327 1.0725 -4.9046
C 1.8746 3.1429 0.1466
C -1.2565 0.2724 -5.2578
H 0.0311 0.0224 1.9911
C -4.5436 6.0066 5.2966
C -1.0739 2.8281 -3.0109
Os 0.0702 -1.2262 -3.0854
H -5.8912 4.9792 3.9409
C 3.0076 -1.3296 -0.6066
O -1.5202 1.8473 3.1874
C -1.5132 2.8179 2.4347
H -2.4210 -1.4736 -4.5772
C 0.5813 -0.8727 0.0617
C 1.1517 0.7910 -5.3710
C 1.0534 4.9577 2.7279
H 2.0339 3.2432 6.0663
H -0.3623 1.6354 -6.6384
H 3.1414 5.3526 2.4521
H 2.3329 4.1224 -0.0019
H -1.7592 5.9252 1.5399
H 3.5562 2.8250 -2.4506
H 1.7640 -0.2999 1.7346
H -1.4473 -3.9610 -2.3444
H 1.1364 -3.2045 -5.7039
P 1.3835 2.2735 -1.3695
H -1.1571 5.7882 5.1900
H -0.8772 -1.8681 -6.9231
H 0.7863 5.4466 1.8058
H -1.1161 -3.0517 -5.7695
C -0.1595 0.6798 -6.1667
H -1.8218 -0.5716 -3.2767
H 3.5627 -1.5708 -1.5243
H -5.3572 6.4984 5.8478
H -1.8722 -4.0332 -0.6219
C -1.4617 -1.0748 -4.9960
C 1.1794 -0.1016 -4.1283
H -3.0600 0.6594 -3.5168
H 1.3726 0.4500 -3.2051
C -1.6811 4.1040 0.6169
O -2.0224 4.5064 -0.5089
H -1.7283 -1.3135 1.4534
C -1.6930 -3.3472 -1.4658
H 1.2770 1.8307 -4.9936
H 3.5032 1.1607 -1.8527
H -4.0609 3.8776 2.6665
H 0.9681 3.2353 0.7651
H 0.8126 -4.1452 -2.9235
C 0.0673 4.3313 3.4836
H -3.1425 -0.4674 -2.0665
C -0.7237 -1.2210 -0.3556
*
```